{
  "formula": "C37H26ClCrF16GeN4O5S",
  "method": "ωB97M-V/def2-TZVPD",
  "multiplicity": 4,
  "total_charge": 0,
  "homo_lumo_gap_ha": [0.2888, 0.2722],
  "s_squared": 3.875,
  "elements": ["Cr", "O", "Cl", "O", "O", "O", "N", "C", "O", "C", "C", "C", "C", "N", "C", "H", "H", "H", "H", "H", "H", "C", "C", "N", "C", "C", "C", "C", "N", "H", "H", "H", "H", "H", "H", "H", "H", "H", "H", "H", "H", "H", "H", "F", "C", "C", "C", "C", "C", "C", "C", "H", "H", "H", "H", "H", "H", "F", "C", "C", "C", "F", "C", "F", "C", "F", "C", "F", "Ge", "S", "C", "C", "F", "C", "F", "C", "F", "C", "F", "C", "F", "C", "C", "F", "C", "F", "C", "F", "C", "F", "C", "F"],
  "positions_angstrom": [[0.66876, 1.11260, -0.74354], [2.84706, 1.26610, 2.53426], [2.56146, 1.23430, 1.16996], [3.72036, 1.44040, 0.38816], [2.00356, -0.04940, 0.81976], [1.59326, 2.23180, 0.81866], [4.15316, 5.26670, -2.02134], [4.32916, 4.37420, -3.01684], [4.77936, 4.66210, -4.10214], [3.90226, 2.97230, -2.69984], [4.68616, 1.91370, -3.15114], [4.27516, 0.62330, -2.86204], [3.07306, 0.43850, -2.21344], [2.28656, 1.44970, -1.83314], [2.72046, 2.69480, -2.03744], [4.47126, 6.21150, -2.17044], [3.91136, 4.98600, -1.08914], [5.58736, 2.12770, -3.69994], [4.87796, -0.22670, -3.12994], [2.70226, -0.55000, -1.98304], [2.07506, 3.47160, -1.64974], [0.11496, -1.39810, -5.20804], [-1.14094, -1.60460, -4.36284], [-0.83414, -2.16420, -3.05414], [-1.29744, -3.52300, -2.80494], [-0.43544, -4.59420, -3.46994], [-0.15554, -1.46020, -2.12924], [0.41116, -2.18500, -0.95294], [0.04996, -0.17990, -2.19534], [-0.15144, -1.00020, -6.18294], [0.63066, -2.34260, -5.35474], [0.80336, -0.70660, -4.72974], [-1.79644, -2.31450, -4.86534], [-1.69274, -0.66420, -4.25804], [-2.32164, -3.59450, -3.18764], [-1.33984, -3.69890, -1.73084], [-0.47984, -4.51920, -4.55214], [-0.79964, -5.57590, -3.18464], [0.60066, -4.50920, -3.15894], [0.79196, -3.16670, -1.21524], [-0.36104, -2.31310, -0.19864], [1.20656, -1.59340, -0.50584], [-0.35824, 0.25120, -3.01894], [-1.04174, 7.34880, 0.91236], [-0.91824, 6.16760, 0.26846], [-0.09934, 6.09710, -0.84144], [0.00146, 4.89180, -1.51084], [-0.68374, 3.75450, -1.07434], [-0.58164, 2.47920, -1.79854], [-1.51524, 3.87560, 0.04486], [-1.63934, 5.07420, 0.71556], [0.43326, 6.97510, -1.17364], [0.58826, 4.84140, -2.41814], [-0.20524, 2.65640, -2.81004], [-1.57744, 2.03760, -1.87304], [-2.08034, 3.01820, 0.37916], [-2.28174, 5.17000, 1.57566], [0.47706, -3.84550, 1.37086], [1.11316, -3.16550, 2.32596], [0.62516, -1.94630, 2.74896], [1.36986, -1.27800, 3.70836], [0.94196, -0.07240, 4.10366], [2.51586, -1.81050, 4.28156], [3.16816, -1.16430, 5.24676], [2.97456, -3.05010, 3.84416], [4.08326, -3.57530, 4.36386], [2.27446, -3.72310, 2.85036], [2.71156, -4.89910, 2.38786], [-1.05644, -0.94280, 2.18186], [-1.11124, 0.60750, 0.68286], [-2.75904, -1.92450, 1.57876], [-2.96524, -3.14750, 0.96976], [-1.94784, -3.99940, 0.81556], [-4.20604, -3.54470, 0.47696], [-4.34454, -4.74020, -0.11104], [-5.29544, -2.69020, 0.57516], [-6.48264, -3.04830, 0.08336], [-5.12854, -1.45210, 1.19096], [-6.16554, -0.61820, 1.29926], [-3.87534, -1.10220, 1.67606], [-3.73884, 0.09030, 2.27466], [-1.71124, -0.55430, 4.04456], [-1.99494, -1.64680, 4.83786], [-1.84954, -2.86820, 4.28306], [-2.40994, -1.52500, 6.15506], [-2.67714, -2.60840, 6.88926], [-2.53634, -0.25080, 6.70316], [-2.93004, -0.11060, 7.96926], [-2.27134, 0.86800, 5.91656], [-2.40984, 2.09000, 6.42946], [-1.85914, 0.70150, 4.59846], [-1.59734, 1.76550, 3.84386]],
  "atomic_forces_ev_per_a": [[-1.698, -0.305, 0.183], [0.014, 0.243, 1.262], [2.614, -0.617, 1.016], [1.131, 0.288, -0.210], [-0.956, -0.836, -0.963], [-1.790, 1.358, -0.833], [-0.048, 0.352, 0.204], [-0.145, -0.050, 0.145], [0.223, -0.028, -0.300], [0.014, -0.214, -0.168], [-0.444, 0.078, 0.286], [0.095, 0.196, -0.059], [-0.229, -0.096, -0.089], [1.223, 0.267, -0.950], [0.006, 0.077, -0.032], [-0.047, -0.071, -0.016], [-0.010, -0.058, 0.088], [0.176, -0.017, -0.081], [0.039, -0.151, -0.077], [0.055, -0.074, -0.022], [0.065, 0.124, -0.052], [-0.189, -0.005, 0.076], [0.210, 0.178, -0.128], [0.042, 0.094, 0.050], [0.102, -0.412, 0.018], [-0.231, 0.200, 0.128], [-0.044, -0.176, 0.130], [-0.130, 0.037, 0.054], [0.087, -0.122, -0.454], [-0.015, 0.081, -0.108], [0.066, -0.117, -0.007], [0.099, 0.085, 0.007], [-0.085, 0.092, 0.049], [-0.070, -0.071, -0.005], [0.086, 0.050, 0.160], [-0.075, 0.047, -0.061], [0.030, 0.014, -0.181], [-0.034, -0.167, 0.005], [0.181, 0.006, 0.046], [0.022, -0.075, -0.033], [-0.059, -0.073, -0.011], [-0.050, -0.113, 0.000], [0.009, 0.095, 0.180], [0.023, -0.060, 0.020], [-0.009, -0.040, -0.088], [-0.062, 0.168, 0.236], [-0.081, -0.202, 0.108], [-0.069, 0.490, 0.099], [0.202, -0.227, 0.148], [0.102, 0.060, -0.150], [0.136, 0.258, 0.040], [0.000, 0.100, -0.037], [0.082, 0.016, -0.085], [0.164, -0.199, -0.026], [0.131, -0.342, 0.053], [-0.015, -0.011, 0.048], [-0.082, 0.041, 0.111], [0.122, -0.293, -0.035], [0.215, 0.176, 0.258], [-0.481, 0.398, -0.496], [-0.091, -0.087, 0.053], [0.417, -0.024, 0.198], [-0.101, -0.065, -0.052], [-0.015, -0.012, -0.133], [-0.171, 0.123, -0.141], [-0.192, 0.062, -0.088], [-0.097, 0.093, -0.030], [0.032, 0.079, 0.120], [-0.532, -0.743, 0.707], [-0.404, -0.061, 0.282], [0.429, 0.102, 0.007], [-0.341, 0.281, 0.056], [0.055, -0.266, -0.115], [0.066, 0.097, 0.012], [-0.009, 0.112, 0.029], [0.244, 0.118, 0.121], [0.189, 0.053, 0.107], [0.108, -0.111, -0.030], [0.092, -0.084, 0.002], [-0.042, -0.184, 0.033], [-0.418, 0.056, -0.191], [0.181, 0.083, -0.381], [0.052, 0.197, -0.195], [-0.114, -0.124, 0.426], [0.058, 0.051, -0.043], [0.004, 0.108, 0.023], [0.008, -0.150, -0.324], [0.056, 0.034, -0.175], [0.075, -0.081, -0.178], [-0.017, 0.007, 0.087], [-0.128, -0.431, 0.179], [-0.014, 0.317, 0.184]]
}